Record 1
The following is a quantum chemistry calculation of a structure of composition C17H40InNOP3 in a non-equilibrium geometry, from the Open Molecules 2025 dataset.

For the LUMO energy (alpha / beta), the calculation gives -0.436 / -0.436 Ha. The HOMO-LUMO gap (alpha / beta) comes out at 0.118 / 0.118 Eh. The calculation puts the max |F| at 0.14898 hartree/bohr. The calculation puts the HOMO energy (alpha / beta) at -15.08 / -15.08 eV.

Geometry as ORCA input:
```
! wB97M-V def2-TZVPD RIJCOSX def2/J DEFGRID3
* xyz 3 1
In -1.21 0.85 1.39
P -2.67 -1.23 1.20
P 0.75 0.30 3.00
P 1.14 -1.91 -0.45
H -0.04 3.08 0.47
C -0.35 2.11 0.06
C -1.74 1.88 -0.26
H -2.47 2.69 -0.12
C -4.35 -0.91 1.81
C -2.08 -2.69 2.10
C -2.88 -1.77 -0.53
C 2.29 1.16 2.56
C 0.45 0.85 4.72
C 1.26 -1.44 3.19
C 0.85 -2.06 -2.26
C 1.71 -3.63 -0.12
C 2.80 -1.11 -0.53
H 0.42 1.66 -0.57
H -1.97 1.28 -1.15
H -4.74 0.02 1.37
H -4.34 -0.81 2.90
H -5.01 -1.74 1.53
H -1.96 -2.45 3.16
H -1.11 -3.03 1.70
H -2.81 -3.51 1.99
H -3.11 -0.91 -1.17
H -3.72 -2.48 -0.58
H -1.97 -2.26 -0.90
H 3.15 0.66 3.04
H 2.24 2.20 2.91
H 2.44 1.17 1.47
H 1.12 0.28 5.38
H -0.58 0.65 5.02
H 0.67 1.92 4.82
H 1.96 -1.49 4.04
H 1.76 -1.81 2.29
H 0.39 -2.07 3.41
H 1.42 -2.90 -2.67
H 1.15 -1.13 -2.77
H -0.22 -2.23 -2.43
H 2.19 -4.04 -1.02
H 0.84 -4.25 0.14
H 2.42 -3.64 0.72
H 3.52 -1.83 -0.95
H 3.13 -0.83 0.48
H 2.76 -0.22 -1.16
C 1.45 1.93 -3.53
C 2.01 2.97 -4.30
C 1.58 3.12 -5.62
C 0.68 2.18 -6.17
C 0.00 1.28 -5.33
C 0.37 1.17 -3.98
O 2.05 1.54 -2.35
H 2.79 2.08 -2.18
H 2.79 3.60 -3.86
H 1.94 3.96 -6.21
H 0.51 2.16 -7.25
H -0.81 0.66 -5.71
H -0.11 0.46 -3.31
N -2.10 2.46 2.97
H -2.72 3.11 2.48
H -1.32 2.98 3.36
H -2.62 2.01 3.73
*
```

=====

Record 2
The following is a quantum chemistry calculation of a structure of composition C8H16CoN3O6 in a non-equilibrium geometry, from the Open Molecules 2025 dataset.

The value obtained for the energy relative to the best compared isomer or geometry (same formula, charge and spin) is 19.4 kJ/mol. For the LUMO energy (alpha / beta), the calculation gives -0.145 / -0.115 Ha. The HOMO-LUMO gap (alpha / beta) comes out at 0.344 / 0.364 Eh. The calculation puts the max |F| at 0.04285 hartree/bohr. The calculation puts the HOMO energy (alpha / beta) at -13.32 / -13.04 eV. The expectation value of S² is 0.759.

Geometry as ORCA input:
```
! wB97M-V def2-TZVPD RIJCOSX def2/J DEFGRID3
* xyz 1 2
Co -1.77 -0.69 -0.54
C -0.70 -2.13 3.69
N 0.35 -1.95 2.69
C 1.70 -2.32 3.09
C 0.01 -1.67 1.44
O -1.19 -1.59 1.09
C 1.10 -1.45 0.39
O 0.50 -0.94 -0.79
C 1.05 0.26 -1.33
C 0.04 1.40 -1.18
O -1.02 1.17 -0.58
N 0.33 2.58 -1.70
C 1.56 2.89 -2.41
C -0.67 3.65 -1.70
H -0.34 -1.74 4.64
H -1.60 -1.61 3.40
H -0.93 -3.19 3.82
H 1.87 -1.97 4.10
H 1.81 -3.40 3.07
H 2.45 -1.88 2.44
H 1.85 -0.77 0.78
H 1.58 -2.40 0.15
H 1.99 0.51 -0.84
H 1.24 0.08 -2.39
H 2.33 2.13 -2.25
H 1.37 2.97 -3.48
H 1.95 3.84 -2.05
H -1.52 3.35 -1.10
H -0.23 4.56 -1.29
H -0.99 3.84 -2.72
O -2.32 -0.98 -2.43
N -3.57 -0.89 -2.14
O -4.44 -0.97 -2.95
O -3.77 -0.68 -0.89
*
```

=====

Record 3
The following is a quantum chemistry calculation of the molecule C5H8O2, from the Open Molecules 2025 dataset.

The value obtained for the energy relative to the best compared isomer or geometry (same formula, charge and spin) is 132.9 kJ/mol. For the LUMO energy, the calculation gives 0.028 Ha. The HOMO-LUMO gap comes out at 0.346 Eh. The calculation puts the max |F| at 0.00872 hartree/bohr. The calculation puts the HOMO energy at -8.67 eV. As for the SMILES: C[C@H]1OCC=C1O.

Geometry as ORCA input:
```
! wB97M-V def2-TZVPD RIJCOSX def2/J DEFGRID3
* xyz 0 1
C 0.12 1.65 0.94
C 0.40 0.15 0.80
O -0.78 -0.58 1.14
C -1.19 -1.37 0.02
C -0.42 -0.82 -1.15
C 0.63 -0.19 -0.65
O 1.79 0.20 -1.23
H -0.67 1.92 0.24
H -0.21 1.89 1.96
H 1.01 2.24 0.70
H 1.22 -0.16 1.46
H -0.89 -2.42 0.18
H -2.28 -1.35 -0.07
H -0.69 -0.96 -2.19
H 1.90 -0.34 -2.02
*
```